(1)
Molecular formula: C26H24N4O4OsSe2
Method: DFT, the ωB97M-V functional and the def2-TZVPD basis

```
! wB97M-V def2-TZVPD RIJCOSX def2/J DEFGRID3
* xyz 2 5
Os 0.45 -0.39 0.59
C -1.10 3.81 -1.72
O -1.52 3.62 -0.36
C -2.41 2.60 -0.21
C -3.78 2.84 -0.31
C -4.70 1.81 -0.14
C -4.25 0.53 0.11
C -2.88 0.27 0.23
C -2.48 -1.09 0.45
N -1.26 -1.50 0.60
N -1.09 -2.87 0.73
C 0.17 -3.18 0.74
O 1.09 -2.20 0.63
C 0.65 -4.55 0.84
C 2.03 -4.80 0.85
C 2.48 -6.10 0.96
C 1.58 -7.15 1.06
C 0.21 -6.90 1.05
C -0.26 -5.60 0.94
C -1.95 1.32 0.09
O -0.62 1.15 0.21
H -0.45 4.68 -1.73
H -1.96 3.99 -2.36
H -0.55 2.93 -2.08
H -4.10 3.85 -0.51
H -5.76 2.01 -0.22
H -4.95 -0.28 0.22
H -3.24 -1.86 0.48
H 2.73 -3.98 0.77
H 3.55 -6.30 0.96
H 1.94 -8.16 1.14
H -0.49 -7.72 1.12
H -1.32 -5.40 0.93
Se 3.25 1.48 1.95
Se 2.97 -0.68 2.75
C 1.29 -0.35 3.63
C 1.21 -0.33 5.01
C -0.01 -0.03 5.60
C -1.10 0.27 4.79
C -0.94 0.21 3.42
N 0.23 -0.10 2.85
C 3.09 1.16 0.07
C 4.02 1.78 -0.75
C 3.96 1.60 -2.12
C 2.99 0.76 -2.65
C 2.10 0.16 -1.79
N 2.12 0.38 -0.45
H 2.09 -0.53 5.60
H -0.10 0.00 6.68
H -2.06 0.53 5.21
H -1.77 0.43 2.76
H 4.80 2.38 -0.30
H 4.68 2.08 -2.76
H 2.92 0.55 -3.71
H 1.33 -0.51 -2.15
C 1.58 4.72 1.22
O 0.96 3.45 1.07
H 1.14 5.29 2.04
H 1.54 5.31 0.30
H 2.63 4.55 1.46
H 0.06 3.57 0.74
*
```

Calculated values
E_HOMO (spin up / spin down) in eV: -13.8 / -13.9
HOMO-LUMO gap (spin up / spin down) in eV: 7.49 / 5.47
Relative energy (zero: lowest compared OMol25 entry of this formula, charge and spin) in kJ/mol: 24.7
Largest force on an atom in Eh/bohr: 0.0033
Expectation value of S²: 6.02

***

(2)
Molecular formula: C5H15N3
Method: DFT, the ωB97M-V functional and the def2-TZVPD basis

```
! wB97M-V def2-TZVPD RIJCOSX def2/J DEFGRID3
* xyz 0 1
N -1.84 -2.38 -1.59
C -1.12 -1.09 -1.51
C 0.37 -1.30 -1.37
C 1.18 -0.01 -1.28
C 0.64 1.05 -0.35
N 0.56 0.59 1.03
C 0.26 1.66 1.97
N 0.21 1.18 3.31
H -2.65 -2.39 -1.00
H -1.21 -3.11 -1.29
H -1.32 -0.58 -2.46
H -1.54 -0.44 -0.73
H 0.75 -1.91 -2.19
H 0.58 -1.90 -0.49
H 2.22 -0.20 -1.01
H 1.16 0.44 -2.28
H 1.27 1.94 -0.40
H -0.33 1.41 -0.69
H -0.14 -0.15 1.07
H 1.04 2.41 1.79
H -0.70 2.14 1.75
H -0.47 1.65 3.90
H 1.07 1.00 3.80
*
```

Calculated values
SMILES: NCCCCNCN
E_HOMO in eV: -8.8
HOMO-LUMO gap in eV: 9.87
Relative energy (zero: lowest compared OMol25 entry of this formula, charge and spin) in kJ/mol: 90.9
Largest force on an atom in Eh/bohr: 0.0207

***

(3)
Molecular formula: C4H11N2S
Method: DFT, the ωB97M-V functional and the def2-TZVPD basis

```
! wB97M-V def2-TZVPD RIJCOSX def2/J DEFGRID3
* xyz 1 1
C 1.21 -0.20 2.29
N 0.43 0.26 1.21
C 0.52 -0.02 -0.10
N 1.36 -0.89 -0.60
C -0.50 0.78 -0.91
C -1.99 0.25 -0.69
S -0.07 0.81 -2.77
H 2.00 -0.60 1.71
H 0.72 -1.10 2.71
H 1.55 0.59 2.81
H -0.26 0.97 1.64
H 1.19 -1.01 -1.64
H 1.93 -1.55 -0.13
H -0.39 1.78 -0.54
H -1.93 -0.75 -1.25
H -2.30 -0.02 0.37
H -2.69 0.88 -1.12
H -0.77 -0.19 -2.99
*
```

Calculated values
SMILES: C/[NH+]=C(\N)[C@H](C)S
E_HOMO in eV: -13.8
HOMO-LUMO gap in eV: 10.55
Relative energy (zero: lowest compared OMol25 entry of this formula, charge and spin) in kJ/mol: 88.1
Largest force on an atom in Eh/bohr: 0.1045

***

(4)
Molecular formula: C36H66O12
Method: DFT, the ωB97M-V functional and the def2-TZVPD basis

```
! wB97M-V def2-TZVPD RIJCOSX def2/J DEFGRID3
* xyz 0 1
O 3.70 0.29 5.32
C 3.72 -0.79 4.81
C 2.77 -1.93 5.03
C 2.58 -2.47 3.59
C 3.96 -2.16 2.99
O 4.39 -0.97 3.65
H 3.14 -2.79 5.58
H 1.87 -1.57 5.53
H 2.33 -3.52 3.64
H 1.86 -1.86 3.04
H 4.68 -2.96 3.18
H 3.86 -1.99 1.92
O 3.59 -6.53 2.08
C 3.14 -5.68 1.38
C 3.73 -5.12 0.12
C 2.80 -3.92 -0.20
C 1.52 -4.31 0.56
O 1.97 -5.05 1.69
H 4.74 -4.75 0.29
H 3.70 -5.85 -0.69
H 3.31 -3.04 0.18
H 2.55 -3.75 -1.24
H 1.01 -3.38 0.82
H 0.87 -4.94 -0.05
O 0.44 -1.21 -5.04
C 0.16 -2.27 -4.58
C -0.06 -3.61 -5.31
C -0.91 -4.36 -4.28
C -0.36 -3.80 -2.96
O 0.08 -2.48 -3.23
H -0.57 -3.34 -6.22
H 0.99 -3.88 -5.43
H -1.98 -4.18 -4.33
H -0.71 -5.43 -4.24
H -1.07 -3.72 -2.13
H 0.45 -4.39 -2.51
C -2.68 3.91 2.86
C -3.28 5.22 2.36
C -4.70 4.76 1.95
O -4.51 3.44 1.43
C -3.25 2.94 1.84
H -2.95 3.65 3.88
H -1.59 3.96 2.86
H -2.72 5.43 1.45
H -3.30 5.99 3.12
H -5.07 5.40 1.16
H -5.26 4.81 2.89
H -2.54 2.88 1.00
H -3.36 1.92 2.22
C -1.92 0.06 0.27
C -0.51 0.57 0.02
C 0.38 -0.60 0.46
O -0.45 -1.78 0.49
C -1.74 -1.42 -0.03
H -2.68 0.52 -0.35
H -2.22 0.23 1.30
H -0.21 1.45 0.59
H -0.51 0.75 -1.05
H 0.87 -0.41 1.42
H 1.10 -0.66 -0.36
H -2.45 -1.94 0.62
H -1.80 -1.75 -1.07
C 0.09 0.82 3.89
C -1.02 -0.12 4.32
C -2.03 0.82 4.90
O -1.25 1.92 5.43
C 0.13 1.80 5.07
H -0.03 1.32 2.92
H 0.98 0.20 3.72
H -0.62 -0.79 5.08
H -1.43 -0.69 3.48
H -2.65 0.36 5.67
H -2.70 1.30 4.19
H 0.70 1.32 5.86
H 0.62 2.70 4.73
C 4.17 2.47 -0.81
C 3.33 1.25 -1.14
C 4.24 0.04 -0.81
O 5.55 0.57 -0.81
C 5.57 1.95 -1.17
H 4.08 2.74 0.23
H 3.94 3.28 -1.51
H 3.03 1.20 -2.19
H 2.41 1.24 -0.56
H 4.15 -0.70 -1.61
H 3.92 -0.40 0.14
H 5.80 2.03 -2.23
H 6.33 2.47 -0.59
C -4.09 -1.11 -3.50
C -5.12 -0.83 -2.41
C -5.44 0.62 -2.71
O -4.15 1.19 -2.72
C -3.31 0.24 -3.41
H -4.62 -1.15 -4.46
H -3.49 -1.99 -3.29
H -4.70 -0.86 -1.41
H -6.02 -1.46 -2.40
H -6.09 1.04 -1.93
H -5.99 0.81 -3.64
H -2.37 0.15 -2.87
H -3.19 0.66 -4.41
C 0.19 2.46 -3.12
C 1.06 3.68 -3.40
C 0.01 4.73 -3.84
O -1.21 4.36 -3.21
C -1.03 3.13 -2.50
H 0.68 1.89 -2.33
H -0.08 1.80 -3.94
H 1.86 3.68 -4.14
H 1.47 4.01 -2.44
H -0.13 4.65 -4.92
H 0.30 5.72 -3.50
H -1.87 2.43 -2.48
H -0.85 3.43 -1.46
*
```

Calculated values
SMILES: O=C1CCCO1.O=C1CCCO1.O=C1CCCO1.C1CCOC1.C1CCOC1.C1CCOC1.C1CCOC1.C1CCOC1.C1CCOC1
E_HOMO in eV: -9.4
HOMO-LUMO gap in eV: 9.60
Relative energy (zero: lowest compared OMol25 entry of this formula, charge and spin) in kJ/mol: 0.0
Largest force on an atom in Eh/bohr: 0.0441

***

(5)
Molecular formula: C2H12O3S2
Method: DFT, the ωB97M-V functional and the def2-TZVPD basis

```
! wB97M-V def2-TZVPD RIJCOSX def2/J DEFGRID3
* xyz 0 1
C 0.49 1.36 -2.09
S -0.37 0.10 -1.09
S 1.00 -1.19 -0.23
C 1.10 -2.64 -1.36
H 0.51 2.32 -1.40
H 1.44 1.06 -2.58
H -0.26 1.53 -2.90
H 1.71 -3.35 -0.79
H -0.01 -2.87 -1.43
H 1.49 -2.30 -2.30
O 0.20 0.61 5.14
H 0.33 0.66 4.19
H 0.91 0.18 5.61
O 1.52 1.09 2.33
H 1.57 2.05 2.37
H 1.39 0.84 1.39
O -4.21 1.27 -1.99
H -3.74 0.45 -1.79
H -5.12 1.02 -1.85
*
```

Calculated values
SMILES: CSSC.O.O.O
E_HOMO in eV: -9.3
HOMO-LUMO gap in eV: 9.80
Relative energy (zero: lowest compared OMol25 entry of this formula, charge and spin) in kJ/mol: 105.4
Largest force on an atom in Eh/bohr: 0.0527

***

(6)
Molecular formula: C8H11N5
Method: DFT, the ωB97M-V functional and the def2-TZVPD basis

```
! wB97M-V def2-TZVPD RIJCOSX def2/J DEFGRID3
* xyz 0 1
C 3.39 0.50 0.32
N 2.17 -0.21 -0.17
C 2.10 -1.61 -0.12
C 0.99 0.44 -0.24
N 1.00 1.78 -0.23
C -0.17 2.34 -0.22
N -1.34 1.83 -0.06
C -1.37 0.53 0.03
C -0.21 -0.25 -0.06
N -0.63 -1.59 -0.15
C -1.93 -1.56 -0.18
N -2.48 -0.29 -0.01
C -3.85 0.22 0.20
H 4.30 -0.19 0.01
H 3.32 0.68 1.44
H 3.50 1.45 -0.16
H 2.35 -1.97 0.93
H 1.17 -2.04 -0.47
H 2.90 -2.11 -0.69
H -0.18 3.41 -0.48
H -2.58 -2.38 -0.30
H -4.55 -0.60 0.53
H -3.75 1.00 0.90
H -4.15 0.62 -0.81
*
```

Calculated values
SMILES: CN(C)c1ncnc2c1ncn2C
E_HOMO in eV: -7.9
HOMO-LUMO gap in eV: 8.69
Relative energy (zero: lowest compared OMol25 entry of this formula, charge and spin) in kJ/mol: 61.9
Largest force on an atom in Eh/bohr: 0.0662

***

Calculated E in order - -174645.170, -9898.210, -18134.606, -62968.861, -30081.138, -15924.309 eV